(1)
CH3N5Se | ωB97M-V with the def2-TZVPD basis set

The total charge is 0. Its frontier orbital gap is 0.2680 hartree. The HOMO energy comes out at -9.77 eV. As for the relative energy (zero: lowest compared OMol25 entry of this formula, charge and spin): 234.6 kJ/mol.

Atoms and positions in Å:
C  -0.382551  -0.396756  -0.871155
N  0.015268  -1.521998  -1.274749
N  1.311338  -1.687734  -0.919461
N  1.676514  -0.708778  -0.181201
N  0.623840  0.171396  -0.145924
N  0.835675  1.233024  0.679622
Se  -2.951974  0.262726  -0.553119
H  0.094635  1.434977  1.334019
H  1.790720  1.214771  1.075090
H  -3.013462  -0.001625  0.856880

Atoms 1-3, force components in eV/Å:
C -2.4 2.7 2.5
N 0.0 -2.0 -1.6
N -0.4 0.1 0.2

(2)
CH3N5Se | ωB97M-V with the def2-TZVPD basis set

The total charge is 0. Its frontier orbital gap is 0.3505 hartree. The HOMO energy comes out at -9.61 eV. As for the relative energy (zero: lowest compared OMol25 entry of this formula, charge and spin): 49.3 kJ/mol.

Atoms and positions in Å:
N  1.042022  -1.290862  -0.467850
N  0.035036  -0.687278  0.171032
N  -0.791971  -1.301171  1.033598
N  -1.697202  -0.488492  1.333739
N  -1.476642  0.658076  0.811135
C  -0.338749  0.589150  0.151047
Se  0.417479  1.947596  -1.255098
H  1.689637  -0.619099  -0.923707
H  1.452605  -2.027346  0.126731
H  -0.332216  3.219424  -0.980628

Atoms 1-3, force components in eV/Å:
N 1.9 -1.3 -0.9
N -0.9 1.9 1.6
N 1.6 -3.2 -1.2

(3)
CH3NO2 | ωB97M-V with the def2-TZVPD basis set

The total charge is 0. Its frontier orbital gap is 0.3946 hartree. The HOMO energy comes out at -10.05 eV. As for the relative energy (zero: lowest compared OMol25 entry of this formula, charge and spin): 272.7 kJ/mol.

Atoms and positions in Å:
O  2.051693  0.099128  -0.160115
C  0.973176  -0.371394  0.014870
N  -0.161804  0.423050  0.071826
O  -1.386562  -0.203643  -0.259842
H  0.705348  -1.401017  0.087933
H  -0.150802  1.430380  -0.252086
H  -2.031049  0.023496  0.497411

Atoms 1-3, force components in eV/Å:
O 1.4 0.2 0.2
C -1.7 1.5 -0.7
N -0.7 1.3 -0.2

(4)
CH3NO2 | ωB97M-V with the def2-TZVPD basis set

The total charge is 0. Its frontier orbital gap (spin up / spin down) is 0.3585 / 0.3665 hartree. The HOMO energy (spin up / spin down) comes out at -10.47 / -10.73 eV. As for the relative energy (zero: lowest compared OMol25 entry of this formula, charge and spin): 676.3 kJ/mol.

Atoms and positions in Å:
C  -0.500287  -0.599024  0.013818
N  0.706155  -0.026701  -0.060041
O  2.816296  0.104753  -0.011757
O  -1.562765  0.151655  -0.021243
H  -0.776522  -1.670472  -0.053978
H  0.580382  0.967749  0.066084
H  -1.263257  1.072039  0.067118

Atoms 1-3, force components in eV/Å:
C 4.2 0.9 -1.2
N -2.7 -2.6 0.8
O -0.5 -0.2 0.0

(5)
CH3NO2 | ωB97M-V with the def2-TZVPD basis set

The total charge is 0. Its frontier orbital gap (spin up / spin down) is 0.3384 / 0.3482 hartree. The HOMO energy (spin up / spin down) comes out at -10.01 / -10.22 eV. As for the relative energy (zero: lowest compared OMol25 entry of this formula, charge and spin): 754.1 kJ/mol.

Atoms and positions in Å:
C  -0.824422  0.010724  0.009581
N  0.470748  0.429831  0.185984
O  2.603329  -0.073450  0.001417
O  1.376794  -0.263220  -0.310909
H  -1.093916  -0.356720  1.011908
H  -1.306486  1.051319  -0.140255
H  -1.226048  -0.798485  -0.757725

Atoms 1-3, force components in eV/Å:
C -3.6 -0.1 -1.4
N 3.6 1.1 0.9
O 0.4 0.8 0.3

(6)
CH3NO2S | ωB97M-V with the def2-TZVPD basis set

The total charge is 0. Its frontier orbital gap is 0.3301 hartree. The HOMO energy comes out at -9.89 eV. As for the relative energy (zero: lowest compared OMol25 entry of this formula, charge and spin): 536.7 kJ/mol.

Atoms and positions in Å:
C  -0.071172  -0.564744  0.289140
N  -0.647096  0.636412  -0.250760
O  0.153296  1.427448  -0.646692
O  -1.831963  0.761335  -0.124620
S  1.435193  -1.105695  -0.407361
H  -0.046888  0.174454  1.825057
H  -0.814418  -1.332471  0.047343
H  1.823048  0.003261  -0.732106

Atoms 1-3, force components in eV/Å:
C -0.4 0.2 3.1
N 0.5 -0.2 0.6
O 0.4 2.1 -1.2

(7)
CH3NO2S | ωB97M-V with the def2-TZVPD basis set

The total charge is 0. Its frontier orbital gap is 0.3789 hartree. The HOMO energy comes out at -10.02 eV. As for the relative energy (zero: lowest compared OMol25 entry of this formula, charge and spin): 310.9 kJ/mol.

Atoms and positions in Å:
C  0.050519  -0.299273  -0.121324
S  -1.650879  -1.028450  -0.350475
N  -2.982720  0.213211  0.198702
O  -2.638693  1.266894  0.656046
O  -4.041253  -0.239206  0.018279
H  0.283939  0.370381  0.726264
H  0.230376  0.207087  -1.048107
H  0.622079  -1.137460  -0.088938

Atoms 1-3, force components in eV/Å:
C -2.6 2.5 -0.2
S 0.1 0.8 0.8
N 3.8 -0.2 -0.2

(8)
CH3NO2S | ωB97M-V with the def2-TZVPD basis set

The total charge is 0. Its frontier orbital gap (spin up / spin down) is 0.2858 / 0.2517 hartree. The HOMO energy (spin up / spin down) comes out at -8.07 / -7.68 eV. As for the relative energy (zero: lowest compared OMol25 entry of this formula, charge and spin): 240.2 kJ/mol.

Atoms and positions in Å:
C  0.866103  0.435635  -0.254479
N  1.648077  -0.576602  -0.193802
O  0.832889  1.585295  -0.058030
O  -2.477132  0.603576  -0.102384
S  -1.597673  -0.810549  0.007526
H  2.528338  -0.479432  0.250356
H  1.354668  -1.446718  -0.311509
H  -3.155268  0.688798  0.662325

Atoms 1-3, force components in eV/Å:
C -3.5 0.6 0.9
N 2.5 2.6 0.4
O 0.4 0.0 -0.3